{"formula": "C23H22N2OS2Tc", "method": "ωB97M-V/def2-TZVPD", "spin_multiplicity": 4, "total_energy_ev": -53088.2667, "s2": 3.79, "orbital_gap_ev": [7.30, 3.97], "total_charge": 2, "lumo_energy_ev": [-6.8721, -10.1744], "elements": ["H", "H", "N", "H", "Tc", "C", "C", "H", "H", "H", "S", "C", "C", "C", "C", "C", "H", "H", "C", "C", "C", "H", "O", "C", "C", "C", "H", "C", "C", "H", "H", "C", "H", "C", "H", "S", "C", "C", "H", "C", "N", "H", "H", "C", "H", "H", "H", "C", "H", "H", "C"], "positions_angstrom": [[-0.0516, -1.2345, 1.8991], [2.3887, 3.2228, -0.7759], [0.5168, 0.8755, -0.8697], [-3.6040, 4.0639, 0.6849], [-0.2967, -0.8774, -1.3893], [-2.3481, -1.8957, -0.5119], [2.5491, -0.8235, -2.0433], [-1.8451, 4.1208, 0.6346], [5.6947, -1.6415, -3.0292], [-0.5650, 1.3914, 4.2467], [-1.6614, 0.4917, -2.5506], [4.1516, 0.7086, -1.1021], [2.8156, 0.3318, -1.2273], [2.1167, 2.4807, -0.0200], [-1.4716, 1.4899, 3.6641], [-2.7014, 3.4503, 0.6576], [6.2027, 0.3316, -1.6120], [1.1470, -4.8105, -0.9365], [-2.6656, 2.5143, 1.8311], [-3.8311, 1.8720, 2.2551], [-1.4854, 2.3089, 2.5429], [-2.2928, -0.4929, 1.1219], [1.3553, -1.2956, -2.2280], [-0.3903, -3.3230, -0.7997], [1.7732, 1.1889, -0.6866], [-1.5172, 1.7077, -1.2387], [0.8134, -3.9561, -2.4462], [4.8949, -1.1087, -2.5340], [-1.7725, -1.2843, 0.6013], [2.9671, 2.3545, 0.6470], [-4.7629, 2.0465, 1.7311], [-1.6624, -2.9038, -1.2171], [-4.7251, 0.5563, 3.6846], [0.3581, -4.3801, -1.5495], [-0.3176, -5.1747, -1.8618], [-2.9218, 2.6609, -0.9834], [3.5992, -1.5198, -2.6948], [-2.6299, 0.8392, 4.0663], [3.3526, -2.3688, -3.3158], [-3.8114, 1.0319, 3.3560], [-0.4246, 1.8411, -0.5599], [-3.3186, -1.5650, -0.8574], [-2.6246, 0.2136, 4.9484], [0.1848, -2.6875, 0.3317], [4.4096, 1.5803, -0.5198], [-0.5923, 2.8464, 2.2572], [1.1732, -2.9914, 0.6525], [5.1787, 0.0048, -1.7322], [-2.1207, -3.3536, -2.0886], [1.2694, 2.8645, 0.5336], [-0.5004, -1.7021, 1.0337]], "forces_ev_per_angstrom": [[0.03, 0.03, 0.03], [0.02, 0.03, 0.03], [0.48, 0.77, 0.01], [0.04, 0.07, 0.05], [-1.98, -1.95, 1.69], [-0.16, -0.03, -0.24], [-1.40, -0.42, -0.18], [0.05, -0.06, -0.09], [0.03, 0.02, 0.00], [0.03, -0.03, -0.01], [-0.05, 0.41, 0.16], [-0.78, 0.05, 0.17], [0.98, 0.32, 0.17], [0.24, 0.06, -0.17], [0.00, -0.06, 0.00], [0.01, 0.11, -0.11], [0.00, 0.03, 0.02], [0.00, -0.02, 0.00], [0.01, -0.26, -0.01], [0.13, 0.01, -0.16], [-0.17, 0.11, -0.03], [-0.07, 0.09, 0.11], [2.69, 0.11, -1.10], [0.11, 0.34, -0.14], [-0.95, 0.27, 0.19], [0.05, 0.32, -0.20], [0.00, -0.02, -0.03], [-0.36, -0.50, -0.33], [0.09, 0.32, -0.11], [-0.03, 0.01, 0.03], [-0.03, 0.01, -0.03], [-0.14, 0.11, -0.07], [-0.02, -0.02, 0.01], [0.02, -0.02, 0.00], [0.02, -0.01, -0.01], [0.09, -0.21, 0.07], [1.03, -0.04, -0.16], [-0.06, 0.01, -0.08], [-0.11, -0.01, 0.01], [0.08, -0.03, 0.09], [-0.25, 0.15, 0.44], [0.00, -0.05, -0.01], [0.00, -0.01, 0.01], [0.05, -0.03, -0.02], [0.02, -0.02, -0.02], [0.08, 0.01, -0.06], [-0.01, -0.01, 0.04], [0.15, 0.03, 0.01], [-0.03, -0.04, 0.04], [-0.02, -0.04, 0.01], [0.11, 0.09, -0.07]]}